Version w
Entry from the Open Molecules 2025 dataset: a cluster of 2 separate species, C3H10NO in total (ωB97M-V/def2-TZVPD).

Cartesian coordinates (Å):
C: -2.24932 0.95827 -1.01114
N: -1.57996 -0.12231 -1.08507
H: -3.33273 0.96087 -0.94257
H: -1.66076 1.86786 -0.96995
H: -0.56881 -0.07542 -0.88321
H: -2.00774 -0.95615 -1.48134
C: 1.40832 -0.49521 0.08563
O: 0.87904 0.82106 -0.40395
C: 1.13757 -0.66616 1.55749
H: 0.98799 -1.23670 -0.60027
H: 2.46733 -0.47260 -0.16951
H: 1.42742 1.39296 0.15354
H: 1.59446 -1.58072 1.91884
H: 1.42780 0.24945 2.08027
H: 0.06939 -0.64520 1.75123

LUMO energy	-5.44	eV
HOMO-LUMO gap	9.58	eV
E_HOMO	-15.02	eV
spin multiplicity	1
net charge	+1

Version x
Entry from the Open Molecules 2025 dataset: a cluster of 2 separate species, C3H10NO in total (ωB97M-V/def2-TZVPD).

Cartesian coordinates (Å):
C: -0.34274 -1.47786 -2.27367
O: -0.80033 -0.21047 -1.51472
H: 0.70378 -1.68495 -2.25363
H: -0.89890 -2.45623 -1.84356
H: -0.50894 -1.02344 -3.36916
H: -1.75344 -0.46488 -1.25942
C: 0.01212 0.97624 2.44351
C: 1.25736 0.33570 0.46292
N: 0.10813 0.67216 1.04720
H: 1.04710 1.05670 2.82683
H: -0.35133 0.13843 2.98509
H: -0.58047 1.86275 2.51065
H: 2.06952 0.71723 1.05092
H: 1.10332 -0.51940 -0.27781
H: -0.74533 0.34793 0.62089

LUMO energy	-5.53	eV
HOMO-LUMO gap	9.15	eV
E_HOMO	-14.68	eV
spin multiplicity	1
net charge	+1

Energies in hartree, measured from the most stable structure: version w 0.0000; version x 0.0565.